[1]
# C6H11PS

An isolated molecule of C6H11PS in a non-equilibrium geometry (ωB97M-V/def2-TZVPD, OMol25).

Structure (XYZ):
```
19
Properties=species:S:1:pos:R:3:forces:R:3
C -0.4909 1.6508 -1.0049 -1.213 4.022 -2.043
H -2.3336 1.2889 0.2182 0.745 -0.486 -0.296
S 2.5442 0.8682 1.6441 -0.998 -0.500 -0.807
C -1.2891 0.9680 0.0100 -1.658 0.823 0.330
P 1.2316 0.0714 0.3811 -1.189 -0.231 -0.267
H -1.0191 1.8875 -1.9897 0.363 -1.120 0.983
C 0.7847 0.9265 -1.2004 3.640 0.009 -1.239
H 1.0296 -2.1858 0.8937 0.596 0.304 -0.944
H -0.3959 2.7999 -0.7404 0.425 -2.142 0.182
H 0.7810 0.1342 -2.0059 -0.400 0.780 0.844
H 2.6211 -2.0257 0.1463 -1.313 0.391 -1.067
H -2.1581 -0.9250 2.3852 0.519 0.457 -1.089
H -0.8005 -0.0192 2.9464 0.362 0.231 0.367
H 0.8836 -2.0453 -0.8516 1.112 0.035 0.078
C 1.5394 -1.7286 -0.0162 -0.625 0.128 2.392
H 1.6707 1.5992 -1.4828 -1.330 -0.775 0.353
H -0.5328 -1.5982 2.2417 -0.034 0.230 -0.136
C -0.6311 0.1295 0.7621 0.684 -3.029 3.968
C -1.1005 -0.6669 2.1397 0.314 0.871 -1.609
```
Positions in Å, forces in eV/Å.

Computed properties:
LUMO level in eV: 0.81
Structure (SMILES): CC1=CCC[P@@]1(C)=S
HOMO level in eV: -8.5
Molar mass in g/mol: 146.20
Orbital gap in eV: 9.338

***

[2]
# C6H12

The ion C6H12 with charge -1 in a non-equilibrium geometry (ωB97M-V/def2-TZVPD, OMol25).

Structure (XYZ):
```
18
Properties=species:S:1:pos:R:3:forces:R:3
H 1.3931 1.9734 0.6409 -0.066 0.187 -0.105
H 1.6161 0.1220 -1.7377 -0.789 0.193 -0.310
H 2.4386 0.5834 0.6389 -0.163 1.073 -1.614
H -3.3260 -0.2490 0.9341 0.022 0.108 0.058
H -1.3349 1.1053 0.9935 -0.014 -0.694 -0.732
H 1.0017 -2.2192 -0.1481 -0.067 -0.089 -0.417
H 0.5299 -1.5475 1.4774 0.306 0.391 -0.256
C 1.9720 1.3691 -0.0692 -0.954 -0.839 1.175
C 0.0048 -0.1969 -0.2995 -1.876 -2.596 -1.527
C 0.9702 0.7026 -1.0618 0.309 1.049 1.844
C -2.5048 -0.6710 0.3668 2.078 0.992 1.850
C 0.4728 -1.4376 0.3760 1.394 -0.797 3.086
H -0.4189 -1.0569 -0.8905 -0.134 1.356 -1.782
C -1.3155 0.2867 0.2194 0.122 2.811 -0.824
H -1.6097 -0.9763 1.0287 -2.051 -2.179 0.409
H 0.3474 1.5273 -1.4823 0.675 -0.594 -0.521
H -2.8340 -1.3806 -0.3682 0.454 -0.169 -0.550
H 2.5972 2.0654 -0.6184 0.754 -0.201 0.214
```
Positions in Å, forces in eV/Å.

Computed properties:
Multiplicity: 2
LUMO level (alpha / beta) in eV: 4.38 / 4.36
HOMO level (alpha / beta) in eV: -0.5 / -0.3
Molar mass in g/mol: 84.16
Orbital gap (alpha / beta) in eV: 4.891 / 4.704
Total charge: -1

***

[3]
# C6H12

A structure of composition C6H12 in a non-equilibrium geometry (ωB97M-V/def2-TZVPD, OMol25).

Structure (XYZ):
```
18
Properties=species:S:1:pos:R:3:forces:R:3
H 1.5172 -1.1573 0.8007 -0.391 -0.447 -1.117
H -1.2879 -1.8335 -0.2792 -0.554 -0.103 0.380
C 0.4816 -1.0031 0.4320 1.303 0.211 -2.028
H 1.1049 -0.5046 -2.5062 0.123 0.153 -0.084
C 0.6217 0.3055 -1.9752 -0.093 -0.763 3.118
H -0.2380 1.6166 2.2189 0.213 0.459 -0.309
H -0.6190 -0.2605 -1.5462 1.262 0.726 -0.876
H 0.7133 2.6584 1.0695 0.315 0.803 0.192
C -0.5913 1.2139 0.1110 1.035 -2.362 0.490
C -0.4954 -2.1268 0.4097 -0.538 -0.565 0.476
C 0.2864 1.6983 1.2567 -0.257 -0.046 -0.054
H -1.3426 0.6931 0.6367 -1.371 -0.902 0.400
H 0.7666 1.3579 -2.2074 -0.404 -0.137 -0.760
H 1.0296 0.9192 1.2553 0.676 0.389 0.728
H -1.0930 1.8784 -0.5149 -0.400 1.546 -1.260
H -0.1993 -3.1270 0.0107 0.524 0.752 -0.094
H -0.8778 -2.3892 1.3895 -0.465 -0.012 0.372
C 0.2233 0.0606 -0.5617 -0.979 0.299 0.425
```
Positions in Å, forces in eV/Å.

Computed properties:
LUMO level in eV: 0.10
HOMO level in eV: -6.1
Molar mass in g/mol: 84.16
Orbital gap in eV: 6.203

***

[4]
# C6H12

A structure of composition C6H12 (ωB97M-V/def2-TZVPD, OMol25).

Structure (XYZ):
```
18
Properties=species:S:1:pos:R:3:forces:R:3
H -2.1862 -0.0539 1.2683 0.090 -0.055 -0.053
H -1.2154 0.4833 -1.9045 0.087 0.039 0.130
H -1.5165 0.9748 -0.2362 0.181 -0.116 -0.070
H 1.1127 -0.4669 2.0071 -0.072 0.088 -0.125
H 2.5819 -0.5228 0.0930 -0.136 0.094 -0.019
C 0.8233 -0.2231 -1.1613 0.325 0.066 -0.350
H 0.9867 0.3964 -2.0603 -0.037 -0.057 0.100
C -0.7333 0.7858 -0.9728 -0.146 0.161 -0.080
C 1.7603 0.1929 -0.0147 0.046 0.008 -0.028
H 0.4545 1.1096 1.5358 -0.002 -0.113 -0.086
H 0.8927 -1.2552 -1.5011 -0.060 0.216 0.093
C 0.7573 0.1166 1.1465 -0.019 -0.044 0.050
H 2.1899 1.1891 -0.1727 -0.080 -0.157 0.015
C -1.6496 -0.9298 0.8464 -0.048 -0.038 0.010
C -0.2537 -0.6948 0.3850 -0.217 -0.061 0.384
H -0.2040 1.7324 -1.0980 -0.022 -0.169 0.015
H -1.5584 -1.6825 1.6428 0.001 0.077 -0.113
H -2.2814 -1.3748 0.0694 0.110 0.060 0.128
```
Positions in Å, forces in eV/Å.

Computed properties:
LUMO level in eV: 1.07
HOMO level in eV: -6.7
Molar mass in g/mol: 84.16
Orbital gap in eV: 7.746

***

[5]
# C6H12

An isolated molecule of C6H12 (ωB97M-V/def2-TZVPD, OMol25).

Structure (XYZ):
```
18
Properties=species:S:1:pos:R:3:forces:R:3
H 1.3005 -0.1097 0.3624 0.032 0.067 0.131
C 0.2714 1.6456 1.1053 -0.062 0.023 0.040
C 0.4632 0.8703 -1.3756 0.018 -0.038 -0.139
H -0.0497 -2.9413 0.1175 -0.100 0.098 0.039
H -0.7430 1.2346 1.1533 0.178 0.060 -0.009
H 0.7276 1.5214 2.0930 -0.062 0.052 -0.130
H -0.3205 -1.7718 1.4179 -0.047 -0.038 -0.165
H -1.5296 -0.2512 -0.1978 0.145 -0.072 -0.093
H 0.1831 2.7175 0.9013 0.021 -0.150 -0.013
C 1.1077 0.9427 0.0454 0.115 0.052 0.117
C -0.7275 -2.1612 0.4760 0.025 -0.061 0.024
H 1.1373 1.2338 -2.1555 -0.106 -0.090 0.170
H -0.4920 1.4166 -1.4043 0.122 -0.131 0.076
C 0.4367 -0.5890 -1.1734 -0.302 0.165 -0.060
H -1.7016 -2.6092 0.6994 0.142 0.061 -0.037
H -1.3319 -1.4496 -1.4688 0.020 0.025 0.043
C -0.8510 -1.0453 -0.5600 0.001 -0.003 0.023
H 2.1193 1.3457 -0.0361 -0.140 -0.019 -0.019
```
Positions in Å, forces in eV/Å.

Computed properties:
LUMO level in eV: 1.13
HOMO level in eV: -8.0
Molar mass in g/mol: 84.16
Orbital gap in eV: 9.144

***

[6]
# C6H12

A structure of composition C6H12 in a non-equilibrium geometry (ωB97M-V/def2-TZVPD, OMol25).

Structure (XYZ):
```
18
Properties=species:S:1:pos:R:3:forces:R:3
H 3.4909 0.5048 1.9701 -0.382 0.014 -0.511
C 2.2616 0.0822 0.1823 -2.818 -0.439 -2.929
H -1.7701 0.6958 1.1118 0.365 -0.404 0.260
C 0.0153 1.1214 -1.3778 -0.908 -0.130 -0.137
H -2.3134 0.6371 -0.4498 0.481 0.123 -0.487
H 0.6957 -0.9701 1.2140 -0.048 -0.567 -0.412
H -2.4249 -1.5329 -0.7159 -0.417 -0.232 0.215
C -1.9712 -1.3336 0.2595 0.930 -0.392 -1.540
C -0.1505 0.4405 -0.2260 -0.043 0.135 -0.900
C 0.9478 -0.2454 0.4512 0.884 0.843 0.325
H -1.0807 -1.9654 0.1794 -0.020 -0.004 0.520
H -2.6140 -1.7278 1.0386 -0.047 0.486 0.241
H -0.8569 1.1930 -2.0206 -0.125 0.630 0.288
H 2.2952 1.0292 -0.3572 0.426 -0.117 -0.183
H 2.9332 -0.6486 -0.2525 0.606 -0.154 1.174
H 2.9353 0.3486 1.3095 1.775 0.531 2.551
C -1.5646 0.1511 0.1779 -1.242 0.108 1.372
H 0.8923 1.5482 -1.8277 0.585 -0.430 0.155
```
Positions in Å, forces in eV/Å.

Computed properties:
LUMO level in eV: -0.35
HOMO level in eV: -7.6
Molar mass in g/mol: 84.16
Orbital gap in eV: 7.211